{"formula": "C33H86N6O8", "method": "ωB97M-V/def2-TZVPD", "homo_ev": -8.39, "gap_ev": 8.83, "charge": 0, "elements": ["C", "C", "C", "C", "C", "C", "C", "C", "C", "N", "O", "H", "H", "H", "H", "H", "H", "H", "H", "H", "H", "H", "H", "H", "H", "H", "H", "H", "H", "H", "C", "O", "C", "C", "C", "N", "H", "H", "H", "H", "H", "H", "H", "H", "H", "H", "H", "C", "O", "C", "C", "C", "N", "H", "H", "H", "H", "H", "H", "H", "H", "H", "H", "H", "C", "O", "C", "C", "C", "N", "H", "H", "H", "H", "H", "H", "H", "H", "H", "H", "H", "C", "O", "C", "C", "C", "N", "H", "H", "H", "H", "H", "H", "H", "H", "H", "H", "H", "C", "O", "C", "C", "C", "N", "H", "H", "H", "H", "H", "H", "H", "H", "H", "H", "H", "C", "C", "O", "H", "H", "H", "H", "H", "H", "C", "C", "O", "H", "H", "H", "H", "H", "H"], "xyz": [[-5.933, 4.064, -3.066], [-5.262, 3.451, -1.824], [-4.391, 4.556, -1.225], [-6.406, 3.116, -0.760], [-5.847, 2.308, 0.392], [-5.118, 0.998, -0.043], [-4.075, 1.243, -1.262], [-2.646, 1.676, -0.733], [-4.031, -0.214, -1.935], [-4.641, 2.207, -2.267], [-3.940, 2.396, -3.448], [-6.495, 3.364, -3.684], [-6.608, 4.883, -2.817], [-5.316, 4.446, -3.879], [-3.637, 4.145, -0.554], [-3.820, 5.120, -1.962], [-4.882, 5.212, -0.506], [-7.035, 3.888, -0.316], [-7.104, 2.444, -1.259], [-5.190, 3.010, 0.903], [-6.655, 2.062, 1.081], [-5.779, 0.201, -0.385], [-4.606, 0.623, 0.843], [-2.691, 2.090, 0.274], [-2.168, 2.252, -1.526], [-2.008, 0.803, -0.601], [-3.270, -0.262, -2.714], [-5.007, -0.433, -2.369], [-3.870, -0.945, -1.144], [-3.141, 2.851, -3.173], [5.211, 1.916, 0.857], [3.867, 2.232, 1.313], [3.669, 2.039, 2.670], [2.381, 2.501, 3.281], [2.283, 2.202, 4.775], [1.188, 1.879, 2.689], [5.799, 1.188, 1.416], [5.679, 2.889, 0.702], [5.124, 1.540, -0.163], [3.721, 0.985, 2.941], [4.477, 2.627, 3.106], [2.369, 3.582, 3.135], [1.429, 2.749, 5.175], [3.180, 2.643, 5.210], [2.288, 1.118, 4.890], [0.486, 2.602, 2.618], [1.347, 1.467, 1.780], [0.756, 2.612, -3.488], [2.040, 3.111, -3.881], [2.085, 3.988, -5.013], [3.597, 4.335, -5.322], [4.115, 5.220, -4.168], [3.645, 5.033, -6.647], [0.994, 1.833, -2.763], [0.068, 2.361, -4.296], [0.272, 3.423, -2.944], [1.586, 3.384, -5.771], [1.559, 4.882, -4.680], [4.218, 3.442, -5.389], [5.200, 5.282, -4.258], [3.977, 4.809, -3.168], [3.663, 6.208, -4.073], [2.816, 4.744, -7.146], [4.362, 4.569, -7.186], [-1.715, -1.080, 2.237], [-1.051, -0.700, 1.036], [0.303, -0.987, 0.986], [0.984, -0.455, -0.361], [0.333, -1.048, -1.539], [2.425, -0.663, -0.362], [-2.713, -0.701, 2.454], [-1.148, -0.700, 3.087], [-1.672, -2.141, 2.486], [0.766, -0.497, 1.842], [0.557, -2.044, 1.065], [0.846, 0.626, -0.350], [0.155, -2.118, -1.650], [0.803, -0.843, -2.501], [-0.716, -0.853, -1.762], [2.822, -0.257, -1.197], [2.891, -0.161, 0.381], [-5.357, -3.148, 1.620], [-4.325, -3.254, 2.630], [-4.670, -4.104, 3.708], [-3.612, -4.275, 4.796], [-3.584, -3.033, 5.816], [-2.256, -4.326, 4.303], [-6.338, -2.955, 2.055], [-5.352, -4.099, 1.088], [-5.236, -2.425, 0.812], [-5.550, -3.632, 4.144], [-4.863, -5.101, 3.313], [-3.792, -5.031, 5.560], [-4.623, -2.742, 5.971], [-3.101, -2.128, 5.447], [-3.186, -3.178, 6.820], [-2.045, -3.355, 4.120], [-2.181, -4.786, 3.407], [2.820, -7.189, 0.325], [2.380, -6.198, -0.595], [3.414, -5.824, -1.496], [3.219, -4.401, -1.990], [4.306, -3.841, -2.876], [3.434, -3.631, -0.740], [3.346, -7.993, -0.190], [2.011, -7.469, 0.999], [3.558, -6.754, 0.999], [4.359, -5.640, -0.985], [3.517, -6.499, -2.346], [2.261, -4.167, -2.454], [4.032, -2.793, -3.000], [4.207, -4.277, -3.870], [5.319, -3.927, -2.483], [3.048, -2.704, -0.844], [2.882, -4.085, -0.026], [0.787, -2.188, 5.701], [1.303, -1.779, 6.993], [2.458, -2.558, 7.292], [1.618, -2.228, 4.997], [0.056, -1.453, 5.365], [0.235, -3.128, 5.725], [0.541, -1.932, 7.757], [1.586, -0.734, 6.868], [2.953, -2.497, 6.472], [4.985, -0.149, -3.643], [3.864, 0.861, -4.028], [3.512, 1.507, -2.730], [4.841, -0.649, -2.686], [5.860, 0.490, -3.522], [5.137, -0.896, -4.423], [3.063, 0.244, -4.435], [4.326, 1.396, -4.857], [3.084, 2.329, -2.979]], "atomic_forces_ev_per_a": [[-0.78, 0.12, -0.99], [-1.99, 1.27, 0.11], [1.55, -0.45, 0.94], [0.38, -1.83, -1.04], [0.35, -0.43, -0.24], [0.67, 1.95, -1.00], [-0.05, -1.26, 0.27], [-0.97, -1.38, -0.52], [0.08, 1.69, 0.38], [-1.65, -0.84, 1.90], [0.67, -0.56, 0.28], [-0.42, -0.55, 0.66], [-0.02, -0.01, 0.33], [0.87, 0.27, 0.63], [0.27, -0.39, -0.09], [-0.27, 0.19, -0.09], [-0.61, 0.29, -0.63], [0.55, 0.77, -0.59], [-0.18, 0.04, -0.41], [0.44, -0.41, 0.44], [0.00, -0.04, 0.13], [-0.44, 0.34, 0.09], [0.42, -0.18, -0.23], [0.02, 0.74, -0.35], [0.19, 0.56, 0.47], [-0.13, -0.21, -0.09], [0.04, -0.17, 0.09], [0.02, 0.18, -0.14], [0.40, -0.01, -0.06], [0.64, 0.33, -0.26], [-1.13, 0.92, -1.02], [-0.27, -0.85, -1.41], [0.97, -0.29, 1.10], [-1.05, 0.44, -0.54], [1.36, 0.79, -0.76], [0.10, 0.13, -0.05], [-0.29, 0.25, 0.52], [0.65, -0.11, 0.55], [-0.29, -0.27, 0.01], [0.60, -0.47, 0.00], [0.14, -0.33, 1.02], [-0.24, 0.31, 0.00], [-0.13, -0.57, 0.12], [0.08, -0.17, 0.56], [-0.35, 0.15, 0.39], [-0.28, -0.26, -0.29], [0.06, 0.36, -0.22], [0.58, 1.36, 0.65], [-0.30, 0.05, -0.44], [1.03, -0.96, 1.05], [-1.65, 0.76, 0.46], [0.57, -0.38, 0.07], [-0.05, -0.55, 0.65], [-0.42, -0.32, -0.38], [0.43, -0.52, -0.28], [-0.32, 0.09, 0.23], [-0.03, 0.69, -0.75], [-0.21, 0.34, -0.77], [-0.33, -0.19, 0.31], [0.04, 0.50, -0.13], [-0.26, -0.65, -0.13], [0.04, 0.08, -0.70], [-0.38, 0.25, -0.17], [0.44, 0.25, -0.10], [1.57, -0.02, 1.41], [-1.96, -0.07, -0.43], [1.87, 0.36, -0.49], [-0.79, 0.53, 2.18], [-1.39, -1.25, -2.69], [0.19, -0.88, 0.09], [-0.11, 0.06, -1.23], [0.41, 0.57, 0.19], [-0.33, -0.42, -0.92], [0.38, 0.04, 0.14], [-0.32, -0.43, -0.05], [-0.67, 0.33, -0.18], [1.08, -0.70, 1.07], [0.52, 0.50, 0.06], [-0.19, 1.29, 0.69], [-0.06, 0.15, -0.38], [-0.16, 0.10, 0.35], [0.27, -1.26, 0.50], [0.56, 1.19, -0.76], [-0.76, -0.16, -0.01], [1.07, 2.96, 1.94], [-1.20, 0.07, -0.67], [0.42, -0.15, -0.18], [-0.07, -0.12, 0.23], [-0.46, -0.29, 0.03], [0.94, 0.52, 0.64], [-0.46, -0.62, 0.30], [-0.48, -0.21, -0.10], [-0.53, -0.90, -0.94], [-0.16, 0.08, 0.13], [0.18, -0.09, -0.46], [0.27, -0.69, -0.24], [0.50, -0.02, -0.22], [-0.05, -0.29, -0.13], [0.52, 0.88, 0.22], [0.19, -0.26, -0.19], [-0.02, 0.83, -0.81], [0.63, 0.92, 1.75], [-0.67, -0.40, -1.16], [-0.70, -0.09, -0.10], [-0.47, -0.44, 0.03], [-0.23, -0.36, -0.61], [0.35, 0.22, 0.07], [0.31, -0.94, 0.30], [-0.02, -0.49, 0.14], [-0.34, -0.43, -0.02], [0.37, 0.12, 0.03], [0.42, -0.12, -0.25], [-0.17, -0.10, 0.07], [0.02, 0.41, 0.25], [-0.19, 0.10, 0.34], [-1.52, -0.45, -1.65], [0.61, 0.16, 0.83], [-0.12, 0.18, 0.43], [-0.20, -0.07, -0.40], [0.04, 0.18, -0.33], [0.35, -0.27, -0.06], [0.35, 0.23, 0.32], [-0.03, 0.33, 0.72], [0.47, -0.30, 0.10], [-0.11, 1.01, -0.02], [0.81, -2.22, 2.28], [1.29, -1.34, -2.00], [-0.36, 0.01, -0.09], [0.41, -0.40, -0.03], [0.14, 0.08, -0.03], [-0.66, 0.48, 0.13], [-0.51, 1.06, 0.42], [-0.20, 0.45, -0.08]], "mulliken_charge": [-1.82, 1.40, -1.65, -1.19, -0.76, -0.80, 1.70, -0.72, -1.93, 0.15, -0.42, 0.42, 0.41, 0.35, 0.38, 0.39, 0.32, 0.46, 0.38, 0.26, 0.50, 0.51, -0.06, 0.40, -0.24, 0.01, 0.33, 0.55, 0.32, 0.34, -0.62, -0.24, -0.98, 0.37, -1.30, -0.29, 0.37, 0.34, 0.04, 0.35, 0.48, 0.26, 0.39, 0.41, 0.16, 0.21, 0.05, -0.86, -0.20, -0.91, 0.98, -1.43, -0.75, 0.07, 0.42, 0.37, 0.43, 0.28, -0.03, 0.33, 0.30, 0.34, 0.25, 0.30, -1.23, 0.19, -1.29, 1.09, -1.52, -0.39, 0.32, 0.39, 0.47, 0.31, 0.30, 0.42, 0.41, 0.42, 0.04, -0.03, 0.05, -0.71, -0.13, -0.78, 0.42, -1.38, -0.59, 0.34, 0.36, 0.06, 0.41, 0.39, 0.29, 0.39, 0.30, 0.37, -0.01, 0.31, -0.77, -0.32, -1.01, 0.71, -1.08, -0.72, 0.31, 0.26, 0.32, 0.45, 0.37, 0.35, -0.12, 0.42, 0.39, 0.11, 0.35, -0.89, -0.20, -0.52, 0.40, 0.09, 0.34, 0.32, 0.17, 0.31, -1.45, -0.02, -0.39, 0.28, 0.39, 0.40, 0.24, 0.22, 0.43]}